Entry 1:
{
  "formula": "C20H28BeBrIN3O4SSbSe",
  "method": "ωB97M-V/def2-TZVPD",
  "symbols": ["Be", "O", "S", "O", "O", "O", "Br", "C", "C", "C", "C", "C", "C", "I", "H", "H", "H", "H", "C", "C", "C", "Sb", "C", "C", "C", "C", "C", "C", "H", "H", "H", "H", "H", "H", "H", "H", "H", "H", "H", "H", "H", "H", "H", "H", "H", "H", "H", "H", "H", "Se", "N", "C", "C", "C", "C", "N", "C", "N", "H", "H", "H"],
  "xyz": [[1.057, -0.132, -2.070], [-0.609, -2.903, -1.761], [0.117, -1.826, -1.174], [1.511, -1.631, -1.760], [-0.453, -0.459, -1.604], [0.256, -1.885, 0.276], [4.313, 0.610, -6.803], [4.349, -0.966, -5.767], [5.299, -1.938, -6.038], [5.354, -3.084, -5.262], [4.444, -3.268, -4.234], [3.480, -2.305, -3.974], [3.433, -1.150, -4.736], [2.041, 0.408, -4.222], [6.000, -1.780, -6.845], [6.116, -3.826, -5.458], [4.485, -4.153, -3.614], [2.774, -2.452, -3.173], [-2.585, 1.883, 3.789], [-1.280, 1.653, 3.047], [-0.142, 1.306, 3.994], [-1.256, 0.042, 1.400], [-3.247, 0.304, 0.428], [-3.330, 1.698, -0.178], [-4.432, 0.036, 1.346], [-1.657, -1.847, 2.531], [-2.350, -2.869, 1.635], [-2.381, -1.701, 3.862], [-2.422, 2.603, 4.601], [-2.963, 0.967, 4.238], [-3.350, 2.299, 3.135], [-1.021, 2.550, 2.475], [-0.443, 0.505, 4.670], [0.144, 2.173, 4.599], [0.737, 0.967, 3.444], [-3.213, -0.442, -0.370], [-3.310, 2.468, 0.596], [-4.264, 1.808, -0.736], [-2.504, 1.872, -0.870], [-4.458, 0.735, 2.181], [-4.416, -0.973, 1.748], [-5.364, 0.149, 0.783], [-0.638, -2.194, 2.711], [-3.409, -2.652, 1.505], [-2.273, -3.863, 2.084], [-1.880, -2.912, 0.655], [-3.411, -1.369, 3.733], [-1.879, -0.996, 4.524], [-2.400, -2.668, 4.373], [1.179, 4.537, -2.846], [1.620, 4.757, -1.154], [1.731, 3.566, -0.604], [2.062, 3.294, 0.744], [2.113, 1.990, 1.134], [1.835, 0.947, 0.226], [1.603, 1.154, -1.068], [1.496, 2.443, -1.491], [1.175, 2.765, -2.726], [2.276, 4.108, 1.421], [2.401, 1.741, 2.144], [1.937, -0.093, 0.504]],
  "nbo_charge": [1.58, -0.95, 2.55, -1.19, -1.16, -1.00, 0.08, -0.18, -0.23, -0.19, -0.19, -0.28, -0.04, 0.23, 0.23, 0.22, 0.23, 0.27, -0.63, -0.51, -0.63, 1.06, -0.50, -0.63, -0.63, -0.49, -0.63, -0.63, 0.19, 0.21, 0.20, 0.19, 0.20, 0.20, 0.19, 0.22, 0.20, 0.20, 0.21, 0.20, 0.21, 0.20, 0.22, 0.19, 0.20, 0.24, 0.20, 0.20, 0.20, 1.02, -0.61, 0.13, -0.14, -0.26, 0.16, -0.69, 0.27, -0.68, 0.24, 0.24, 0.26],
  "homo_energy_ev": [-6.9, -6.9],
  "e_above_lowest_kcal_mol": 0.0,
  "e_lumo_ev": [-2.11, -2.11]
}

---

Entry 2:
{
  "formula": "C20H28BrClN2O2Ru",
  "method": "ωB97M-V/def2-TZVPD",
  "symbols": ["Ru", "Cl", "N", "N", "C", "C", "C", "C", "C", "C", "H", "H", "H", "H", "H", "H", "C", "C", "C", "C", "H", "H", "H", "H", "H", "H", "O", "H", "H", "O", "H", "H", "C", "C", "C", "H", "H", "C", "C", "H", "C", "C", "C", "C", "H", "C", "H", "H", "H", "H", "H", "H", "H", "H", "Br"],
  "xyz": [[0.843, -0.011, 0.567], [-0.072, 0.037, 2.664], [0.202, 1.875, 0.131], [0.139, -1.876, 0.155], [-0.427, 2.500, -0.852], [-0.474, -2.504, -0.836], [1.152, 2.825, 0.722], [1.336, 3.825, -0.399], [2.434, 2.159, 1.179], [0.496, 3.475, 1.939], [3.186, 2.238, 0.394], [2.275, 1.099, 1.498], [2.769, 2.702, 2.069], [-0.378, 4.068, 1.637], [1.238, 4.126, 2.423], [0.198, 2.695, 2.649], [1.061, -2.835, 0.780], [1.250, -3.859, -0.322], [0.364, -3.448, 1.996], [2.357, -2.204, 1.253], [3.122, -2.323, 0.484], [2.656, -2.749, 2.157], [2.227, -1.135, 1.556], [-0.522, -4.020, 1.684], [0.074, -2.646, 2.686], [1.078, -4.112, 2.508], [0.176, -3.579, -1.264], [1.125, -4.888, 0.032], [2.209, -3.746, -0.841], [0.229, 3.563, -1.306], [2.275, 3.680, -0.943], [1.248, 4.861, -0.063], [-1.795, 2.274, -1.425], [-1.824, -2.273, -1.448], [-1.943, -1.167, -2.450], [-2.482, -2.023, -0.612], [-2.157, -3.218, -1.899], [-2.669, 0.009, -2.176], [-1.928, 1.179, -2.441], [-3.632, 0.013, -1.661], [-1.358, 1.244, -3.724], [-1.138, 0.014, -4.362], [-1.017, 2.545, -4.406], [-1.370, -1.221, -3.734], [-0.737, 0.016, -5.374], [-1.040, -2.512, -4.432], [-0.826, -2.343, -5.493], [-1.886, -3.206, -4.378], [-0.169, -2.995, -3.981], [-1.864, 3.240, -4.350], [-0.789, 2.387, -5.467], [-0.150, 3.021, -3.935], [-2.146, 3.227, -1.853], [-2.425, 2.006, -0.572], [1.720, -0.059, -1.690]],
  "nbo_charge": [0.88, -0.62, -0.62, -0.62, 0.69, 0.69, 0.06, -0.08, -0.61, -0.62, 0.22, 0.22, 0.21, 0.20, 0.19, 0.25, 0.06, -0.08, -0.62, -0.61, 0.22, 0.21, 0.22, 0.20, 0.25, 0.19, -0.48, 0.18, 0.19, -0.49, 0.19, 0.18, -0.50, -0.50, -0.10, 0.24, 0.22, -0.35, -0.09, 0.16, -0.02, -0.34, -0.63, -0.02, 0.17, -0.63, 0.20, 0.19, 0.21, 0.19, 0.20, 0.21, 0.22, 0.24, -0.58],
  "s2": 8.7746,
  "multiplicity": 6,
  "total_charge": -1,
  "homo_energy_ev": [-0.6, -3.4],
  "e_lumo_ev": [2.78, 2.77]
}

---

Entry 3:
{
  "formula": "C20H28Cl5I2NPdSi3",
  "method": "ωB97M-V/def2-TZVPD",
  "symbols": ["Pd", "C", "Si", "C", "C", "C", "Si", "C", "C", "C", "Si", "C", "C", "C", "C", "C", "C", "C", "N", "H", "H", "H", "H", "H", "H", "H", "H", "H", "H", "H", "H", "H", "H", "H", "H", "H", "H", "H", "H", "H", "H", "H", "H", "H", "H", "H", "H", "I", "I", "Cl", "C", "C", "C", "Cl", "C", "Cl", "C", "Cl", "C", "Cl"],
  "xyz": [[-1.011, 0.003, -0.228], [0.637, 2.667, -1.905], [1.628, 1.764, -0.576], [3.412, 1.938, -1.141], [1.458, 2.725, 1.043], [1.055, -0.011, -0.358], [1.285, -1.114, -1.860], [0.194, -2.648, -1.747], [0.757, -0.267, -3.450], [3.077, -1.619, -2.097], [1.713, -0.796, 1.181], [3.407, -0.250, 1.752], [1.646, -2.663, 1.308], [0.400, -0.258, 2.425], [0.524, -0.151, 3.806], [-0.562, 0.218, 4.578], [-1.777, 0.451, 3.956], [-1.857, 0.313, 2.585], [-0.794, -0.017, 1.839], [0.417, 3.688, -1.584], [-0.311, 2.191, -2.149], [1.217, 2.742, -2.828], [3.653, 3.003, -1.200], [3.563, 1.512, -2.134], [4.126, 1.472, -0.459], [1.108, 3.739, 0.839], [2.418, 2.820, 1.557], [0.748, 2.272, 1.736], [-0.819, -2.407, -1.403], [0.595, -3.409, -1.078], [0.099, -3.096, -2.739], [-0.297, 0.017, -3.453], [0.904, -0.973, -4.272], [1.348, 0.623, -3.668], [3.472, -2.186, -1.251], [3.709, -0.740, -2.234], [3.176, -2.244, -2.989], [4.150, -0.528, 0.999], [3.680, -0.756, 2.681], [3.475, 0.825, 1.910], [2.297, -3.173, 0.595], [0.627, -3.030, 1.172], [1.970, -2.942, 2.314], [1.487, -0.347, 4.260], [-0.466, 0.318, 5.652], [-2.660, 0.732, 4.512], [-2.785, 0.462, 2.059], [-2.287, 2.938, 0.388], [-1.835, 5.401, 1.350], [-3.098, -2.306, 1.520], [-3.862, -1.372, 0.267], [-3.117, -0.423, -0.427], [-3.747, 0.121, -1.538], [-2.765, 1.100, -2.599], [-5.067, -0.132, -1.893], [-5.776, 0.619, -3.269], [-5.807, -1.014, -1.109], [-7.454, -1.331, -1.491], [-5.193, -1.660, -0.039], [-6.082, -2.813, 0.881]],
  "nbo_charge": [0.79, -1.13, 1.74, -1.13, -1.14, -1.72, 1.68, -1.12, -1.12, -1.12, 1.73, -1.15, -1.13, -0.19, -0.19, -0.15, -0.25, 0.07, -0.47, 0.24, 0.23, 0.23, 0.24, 0.23, 0.23, 0.24, 0.23, 0.23, 0.23, 0.24, 0.24, 0.24, 0.24, 0.24, 0.23, 0.24, 0.24, 0.25, 0.24, 0.24, 0.24, 0.25, 0.24, 0.22, 0.22, 0.23, 0.23, 0.03, -0.03, 0.01, 0.02, -0.45, -0.08, 0.02, -0.09, 0.06, -0.09, 0.06, -0.13, 0.05],
  "homo_energy_ev": -8.6,
  "e_lumo_ev": -1.68
}

---

Entry 4:
{
  "formula": "C20H28CoF6GeN2PSe2Te2",
  "method": "ωB97M-V/def2-TZVPD",
  "symbols": ["Co", "C", "C", "C", "C", "C", "C", "N", "N", "C", "C", "C", "C", "C", "C", "H", "H", "H", "H", "H", "H", "H", "H", "H", "Se", "Te", "Te", "Se", "F", "P", "F", "F", "F", "F", "F", "C", "C", "C", "C", "Ge", "C", "C", "C", "C", "H", "H", "H", "H", "H", "H", "H", "H", "H", "H", "H", "H", "H", "H", "H", "H", "H", "H", "H"],
  "xyz": [[-1.464, -0.965, 0.597], [-0.555, 0.792, 5.695], [-1.279, 1.812, 5.092], [-1.545, 1.778, 3.738], [-1.056, 0.718, 2.967], [-0.304, -0.287, 3.575], [-0.066, -0.258, 4.933], [-1.323, 0.632, 1.607], [-1.758, 1.674, 1.032], [-2.065, 1.507, -0.275], [-2.742, 2.494, -0.997], [-3.117, 2.229, -2.294], [-2.830, 0.999, -2.871], [-2.138, 0.021, -2.170], [-1.725, 0.271, -0.875], [-0.361, 0.822, 6.756], [-1.644, 2.636, 5.687], [-2.123, 2.552, 3.256], [0.124, -1.069, 2.962], [0.508, -1.053, 5.390], [-2.998, 3.419, -0.503], [-3.659, 2.969, -2.863], [-3.158, 0.784, -3.877], [-1.966, -0.938, -2.641], [-1.871, -2.906, 1.925], [-0.525, -3.948, 3.731], [2.100, -3.605, 3.627], [-0.594, -3.069, 0.089], [-3.433, -1.962, -0.426], [-4.770, -1.435, 0.446], [-5.936, -0.893, 1.371], [-5.723, -2.239, -0.528], [-4.794, -0.124, -0.479], [-3.646, -0.638, 1.436], [-4.571, -2.737, 1.401], [5.537, -0.630, -0.751], [4.196, -1.134, -0.233], [3.445, -0.044, 0.524], [2.070, -0.494, 1.007], [0.664, -0.152, -0.430], [1.089, -1.008, -2.200], [1.878, -0.108, -3.141], [1.025, 1.008, -3.734], [1.807, 1.827, -4.751], [6.057, -1.413, -1.295], [6.170, -0.312, 0.072], [5.395, 0.217, -1.420], [4.352, -1.984, 0.434], [3.594, -1.475, -1.076], [3.344, 0.842, -0.110], [4.041, 0.245, 1.391], [1.795, 0.093, 1.885], [2.121, -1.544, 1.300], [0.768, 1.380, -0.569], [0.170, -1.319, -2.694], [1.652, -1.919, -1.989], [2.281, -0.716, -3.955], [2.725, 0.329, -2.610], [0.669, 1.660, -2.931], [0.147, 0.576, -4.218], [2.691, 2.262, -4.291], [1.196, 2.630, -5.154], [2.129, 1.195, -5.574]],
  "nbo_charge": [0.55, -0.18, -0.21, -0.19, 0.14, -0.24, -0.20, -0.19, -0.08, -0.03, -0.14, -0.22, -0.14, -0.26, -0.11, 0.22, 0.22, 0.24, 0.22, 0.23, 0.23, 0.22, 0.22, 0.23, 0.16, 0.27, -0.35, 0.01, -0.62, 2.61, -0.56, -0.56, -0.58, -0.61, -0.59, -0.60, -0.39, -0.41, -0.80, 1.11, -0.81, -0.40, -0.39, -0.60, 0.21, 0.20, 0.20, 0.20, 0.19, 0.19, 0.21, 0.23, 0.24, -0.16, 0.22, 0.23, 0.21, 0.20, 0.20, 0.19, 0.20, 0.21, 0.20],
  "homo_energy_ev": [-7.3, -7.4],
  "e_above_lowest_kcal_mol": 64.7,
  "e_lumo_ev": [-3.38, -3.42]
}